The following is a quantum chemistry calculation of the molecule C7H12, from the Open Molecules 2025 dataset.

XYZ file:
```
19
Properties=species:S:1:pos:R:3:forces:R:3
C -0.036883 -0.675794 1.776166 0.312 -0.431 2.061
C -0.529468 1.488620 0.114861 0.122 -0.660 -0.380
C 1.415507 -0.763464 2.097940 0.048 -0.048 0.008
C 0.015988 -0.037702 -1.877914 0.081 -0.447 2.066
C -0.363842 0.249185 -0.370069 -0.040 -0.477 -0.463
C -0.560993 -1.045994 0.494701 0.000 1.073 -1.688
C -0.680380 0.954761 -2.639062 -0.562 0.827 -1.585
H -0.301263 -1.078516 -2.055012 0.057 0.350 -0.203
H 1.108072 0.010287 -1.960831 -0.159 -0.029 -0.074
H 1.758408 0.076850 2.713725 -0.063 -0.115 -0.105
H -0.715612 -0.313043 2.544240 0.139 -0.063 -0.108
H 1.646649 -1.682517 2.664186 -0.013 0.155 -0.102
H -1.744571 0.849731 -2.824275 0.166 0.059 0.043
H -1.627947 -1.296029 0.487190 0.168 -0.050 0.050
H -0.780361 1.664487 1.155647 0.028 -0.026 -0.139
H -0.204308 1.879102 -2.947006 -0.091 -0.137 0.041
H 2.024817 -0.788502 1.186147 -0.076 0.026 0.114
H -0.003968 -1.842842 -0.025228 -0.118 0.080 0.327
H -0.419846 2.351381 -0.535405 0.001 -0.088 0.138
```
Positions in Å, forces in eV/Å.

Computed properties:
Gap between HOMO and LUMO (spin up / spin down) ... 7.80 / 8.73 eV
E ... -7449.0877 eV
LUMO (spin up / spin down) ... 0.67 / 1.07 eV
ΔE to the lowest compared entry with this formula, charge and spin ... 419.1 kJ/mol
Highest occupied orbital energy (spin up / spin down) ... -7.1 / -7.7 eV